A structure of composition C53H45BrF4NO3P2RuSe. Source: the Open Molecules 2025 dataset; level of theory: ωB97M-V/def2-TZVPD.

```
111
Properties=species:S:1:pos:R:3:forces:R:3:mulliken_spin:R:1
Ru -0.290577 -0.077975 0.361063 0.4 -1.1 0.2 0.94
F -3.450713 7.677329 0.528852 0.1 -0.1 0.0 0.00
C -2.630201 6.630894 0.553245 0.2 -0.3 0.0 0.00
C -1.280360 6.789809 0.266419 -0.2 -0.2 0.1 0.00
F -0.793113 7.993848 -0.033937 -0.1 -0.1 0.0 0.00
C -0.444936 5.681426 0.301856 -0.1 0.2 0.0 0.00
F 0.843803 5.927164 0.027788 -0.1 0.0 0.0 0.00
C -0.901192 4.399416 0.600773 0.4 0.2 -0.2 0.00
P 0.208521 2.914633 0.577399 -0.1 0.1 0.1 -0.01
C 1.265144 3.272043 2.036110 -0.1 0.0 -0.2 0.00
C 2.211932 4.290406 2.147877 0.0 0.0 0.0 0.00
C 2.906030 4.468367 3.329879 0.0 0.0 0.0 0.00
C 2.668416 3.634685 4.416250 0.1 0.0 0.0 0.00
C 1.738069 2.619175 4.309261 0.0 -0.1 0.1 0.00
C 1.042038 2.437662 3.123101 -0.1 0.0 0.1 0.01
C 1.289535 3.314586 -0.837655 0.0 0.1 0.0 0.00
C 2.662400 3.091095 -0.786077 0.0 -0.1 0.0 0.00
C 3.452621 3.297359 -1.907463 0.0 0.0 0.0 0.00
C 2.881074 3.740845 -3.088270 0.1 0.0 0.0 0.00
C 1.515581 3.973793 -3.144215 0.0 0.0 -0.1 0.00
C 0.724701 3.757848 -2.031689 0.0 0.0 0.0 0.00
C -2.253828 4.271004 0.892853 -0.4 0.1 0.1 0.00
Br -2.978187 2.601013 1.315126 -0.1 0.0 0.0 0.00
C -3.108662 5.362946 0.867676 0.2 0.3 -0.1 0.00
F -4.406382 5.232564 1.142232 0.0 0.0 0.0 0.00
H 2.412202 4.941038 1.313019 0.0 0.1 -0.1 0.00
H 3.634682 5.262421 3.405653 0.1 0.1 0.0 0.00
H 3.212833 3.778753 5.338088 0.0 0.0 0.1 0.00
H 1.547765 1.959917 5.143888 0.0 0.0 0.1 0.00
H 0.328063 1.631845 3.021717 -0.1 -0.1 0.0 -0.01
H 3.134400 2.763523 0.132614 0.0 0.0 0.0 0.00
H 4.516520 3.117355 -1.850965 0.1 0.0 0.0 0.00
H 3.495916 3.904790 -3.961401 0.0 0.0 -0.1 0.00
H 1.057467 4.306360 -4.065553 0.0 0.0 0.0 0.00
H -0.342708 3.917325 -2.097161 -0.1 0.0 0.0 0.00
N 1.824249 0.254750 0.795261 0.2 0.4 -0.4 0.02
C 2.636921 -0.915127 0.813063 0.1 -0.3 0.2 0.01
C 3.846534 -0.920052 1.499512 0.0 0.0 -0.2 -0.01
C 4.661326 -2.035107 1.455821 0.0 0.0 0.0 0.00
C 4.276865 -3.148192 0.718614 -0.1 0.0 0.0 0.00
C 3.046654 -3.155476 0.086183 0.0 0.0 0.0 0.00
C 2.195625 -2.050039 0.146515 0.1 -0.3 0.0 -0.02
P 0.436449 -2.143113 -0.363246 -0.1 0.1 0.2 -0.03
C 0.088726 -3.861765 0.206456 0.0 0.1 0.0 0.00
C -0.464928 -4.829412 -0.628700 -0.1 0.2 -0.1 0.00
C -0.681935 -6.119382 -0.169875 0.0 -0.1 0.0 0.00
C -0.333407 -6.470359 1.122574 0.0 0.0 0.0 0.00
C 0.256623 -5.528564 1.949755 0.0 0.0 0.0 0.00
C 0.472348 -4.243645 1.489321 0.2 0.0 0.0 0.00
C 0.382347 -2.363459 -2.168100 0.1 -0.1 0.1 0.01
C -0.840914 -2.313456 -2.826574 -0.1 0.1 0.1 -0.01
C -0.896865 -2.522184 -4.193234 0.0 0.0 -0.1 0.00
C 0.258695 -2.786719 -4.910542 0.0 0.0 0.0 0.00
C 1.478230 -2.832402 -4.255385 0.0 0.0 -0.1 0.00
C 1.541739 -2.615034 -2.889391 0.1 -0.1 0.1 0.00
H 1.964535 0.717699 -0.107986 0.2 0.1 0.1 -0.01
H 2.097648 0.890025 1.545154 -0.3 -0.1 -0.1 0.01
H 4.150424 -0.039178 2.049580 0.0 0.1 0.0 0.00
H 5.601234 -2.033132 1.990005 0.0 0.0 0.0 0.00
H 4.915188 -4.017201 0.669720 0.0 -0.1 0.0 0.00
H 2.716256 -4.047036 -0.429135 0.0 -0.1 0.0 0.00
H -0.741124 -4.586442 -1.644234 0.0 0.1 0.0 0.00
H -1.122793 -6.849956 -0.833145 0.0 0.0 0.0 0.00
H -0.505198 -7.476042 1.478418 0.0 -0.1 0.0 0.00
H 0.554744 -5.794074 2.953406 0.0 0.0 0.1 0.00
H 0.972213 -3.531895 2.131991 0.1 -0.1 -0.1 0.00
H -1.743367 -2.066754 -2.278646 0.0 0.0 0.0 0.01
H -1.849516 -2.463282 -4.698899 -0.1 0.0 0.0 0.00
H 0.210649 -2.940436 -5.977093 0.0 0.0 -0.1 0.00
H 2.386564 -3.022371 -4.808824 0.1 0.0 0.0 0.00
H 2.502450 -2.634850 -2.391990 0.0 0.0 0.0 0.00
C -0.355442 -0.564909 4.600360 -0.2 -0.3 -0.3 0.00
C -1.165669 -0.815659 3.310224 0.4 -0.1 0.0 0.01
C -1.274539 -2.315024 3.058454 0.0 0.2 0.1 0.00
C -2.536233 -0.164185 3.462969 0.1 0.0 0.1 0.02
O -0.428442 -0.177642 2.274512 -0.3 0.3 0.2 0.08
H -0.796695 -1.100821 5.438230 -0.1 -0.1 0.1 0.00
H -0.338951 0.491454 4.853165 0.0 0.2 0.0 0.00
H 0.671169 -0.910471 4.474023 0.1 0.0 0.0 0.00
H -1.955149 -2.760669 3.778792 -0.2 -0.1 0.1 0.00
H -0.301097 -2.790853 3.184053 -0.3 0.2 0.1 0.00
H -1.657751 -2.532922 2.056697 0.1 0.1 0.2 0.00
H -3.105598 -0.689583 4.228389 -0.1 -0.1 0.1 0.00
H -3.095817 -0.201510 2.535147 0.1 0.0 0.0 -0.01
H -2.431260 0.872546 3.778522 0.1 0.1 -0.1 0.00
Se -2.690917 -0.443602 -0.279096 -0.2 -0.1 -0.1 -0.01
C -3.667343 -1.844286 0.621220 -0.2 0.1 0.1 0.00
C -4.780387 -1.467456 1.380576 0.2 0.0 -0.2 0.00
C -5.592526 -2.415407 1.975924 -0.1 -0.1 0.1 0.00
C -5.311668 -3.766734 1.834812 0.0 0.0 0.0 0.00
C -4.221959 -4.155583 1.071583 -0.1 0.0 0.0 0.00
C -3.422882 -3.203297 0.463302 0.3 0.0 -0.3 -0.01
H -5.003282 -0.416435 1.507483 0.0 0.0 0.0 0.00
H -6.446356 -2.096843 2.560103 0.0 0.0 0.0 0.00
H -5.941282 -4.507444 2.307267 0.0 0.0 0.0 0.00
H -3.993737 -5.203743 0.937495 0.0 -0.1 0.0 0.00
H -2.592310 -3.527942 -0.156231 -0.1 0.1 0.1 0.00
O -1.189440 1.480921 -1.690764 0.1 -0.1 -0.5 0.02
C -0.249623 0.912059 -2.260223 0.0 0.0 0.6 0.02
O 0.617194 0.212377 -1.595014 -0.5 0.5 0.0 0.00
C -0.071255 0.984828 -3.733797 0.1 0.0 0.0 0.00
C 1.151444 0.675731 -4.314279 -0.1 0.0 0.0 0.00
C 1.300126 0.755289 -5.687271 0.0 0.0 0.0 0.00
C 0.223617 1.124908 -6.479557 0.0 0.0 -0.1 0.00
C -1.000297 1.424359 -5.900173 -0.1 0.0 -0.1 0.00
C -1.147309 1.363507 -4.526079 0.0 0.0 0.1 0.00
H 1.972419 0.379630 -3.680020 0.1 0.0 0.1 0.00
H 2.252146 0.522777 -6.141821 0.1 0.0 0.0 0.00
H 0.338953 1.178620 -7.554243 0.0 0.0 0.0 0.00
H -1.838146 1.706889 -6.522302 0.0 0.0 0.0 0.00
H -2.087748 1.595565 -4.047152 -0.1 0.0 0.0 0.00
```
Forces are in eV/Å.

Values from the calculation:
E_LUMO (spin up / spin down)	-0.003 / -0.008	Ha
<S²>	0.7590
2S+1	2
relative energy (zero: lowest compared OMol25 entry of this formula, charge and spin)	21.6	kJ/mol
Kohn-Sham gap (spin up / spin down)	7.0 / 6.8	eV
total energy	-8479.67052	hartree
total charge	0